No. 1
DFT (the ωB97M-V functional and the def2-TZVPD basis) results for a cluster of 9 separate species, C30H84N6O12 in total in a non-equilibrium geometry.

F_max in eV Å⁻¹: 3.55
Frontier orbital gap in eV: 9.36
Relative energy (zero: lowest compared OMol25 entry of this formula, charge and spin) in kcal per mole: 234.3
Total charge: 0
SMILES: COC[C@H](C)N.COC[C@H](C)N.COC[C@H](C)N.COC[C@H](C)N.COC[C@H](C)N.COC[C@H](C)N.OCCO.OCCO.OCCO
LUMO in eV: 0.43
E_HOMO in eV: -8.93

The geometry in XYZ format:
```
132
Properties=species:S:1:pos:R:3:forces:R:3:lowdin_charge:R:1
C -0.78067 6.59185 -4.99531 -0.7067 0.0291 0.1959 -0.113
O -0.65561 5.52610 -4.07979 0.2665 -0.5591 -0.3145 -0.181
C -1.16775 4.27977 -4.55589 -0.5189 0.8068 0.7113 -0.182
C -1.62288 3.47141 -3.34360 0.4637 0.1516 0.7465 -0.466
C -0.54737 2.85663 -2.50755 2.1180 1.9151 0.5353 -0.065
N -2.38807 2.38008 -3.75642 -2.0453 -1.8770 -2.2105 0.041
H -1.79057 6.61463 -5.40478 -0.2444 -0.1692 -0.2281 0.080
H -0.08916 6.53964 -5.83625 0.2927 0.0445 0.0941 0.086
H -0.71254 7.52616 -4.43805 0.5364 -0.0829 -0.0328 0.089
H -2.05287 4.47748 -5.16051 -0.2916 -0.0031 -0.0691 0.119
H -0.49330 3.72852 -5.21113 0.5783 -0.0595 0.1000 0.128
H -2.25568 4.13553 -2.75487 0.1779 0.2075 0.2337 0.150
H 0.03551 3.73152 -2.21962 0.5317 -0.1922 0.9730 0.080
H 0.16987 2.24493 -3.05480 -0.2252 -0.1850 -0.5198 0.080
H -0.87766 2.25804 -1.65860 -0.3251 0.3606 0.0522 0.058
H -1.86746 1.99504 -4.53153 -0.2480 -0.4654 -0.5483 0.074
H -2.34746 1.63454 -3.07626 -0.3217 0.0427 0.3477 0.041
C -2.40821 1.08397 0.61720 0.2173 -1.1107 0.2007 -0.089
O -3.10770 0.79180 -0.56273 -0.0849 1.3229 -0.8735 -0.221
C -4.05547 -0.24277 -0.47771 0.4508 0.1766 -1.2354 -0.193
C -4.72929 -0.39306 -1.88112 -0.9911 1.9785 1.1574 -0.415
C -5.33825 0.97558 -2.28528 0.7048 -0.0732 -0.1689 -0.063
N -5.82758 -1.32857 -1.86685 0.2790 -1.3471 -0.2858 0.028
H -1.64921 1.85175 0.46709 -0.2801 0.0796 -0.2847 0.065
H -1.89398 0.15121 0.84875 0.4284 -0.0924 0.6993 0.079
H -3.04018 1.35591 1.46263 -0.1756 0.1320 -0.0323 0.094
H -3.49518 -1.13412 -0.19549 -0.3239 -0.5656 0.2459 0.116
H -4.83230 0.00548 0.24550 -0.1300 -0.1313 0.2600 0.126
H -4.01453 -0.65514 -2.66120 0.1244 -0.3053 0.1487 0.126
H -6.06234 1.37017 -1.57247 -0.0625 -0.3033 0.2661 0.078
H -5.84617 0.86962 -3.24387 0.0677 0.0023 -0.0058 0.077
H -4.55140 1.72475 -2.37306 -0.1199 -0.0134 -0.1325 0.046
H -6.50628 -1.19428 -1.13102 0.0275 0.5531 0.1271 0.074
H -5.46198 -2.25561 -1.70240 -0.0548 -0.3528 -0.0916 0.066
C -0.85777 -1.19914 -3.20002 -0.3156 0.2155 1.1115 -0.094
O 0.47989 -1.68103 -3.35902 -1.5293 0.2466 -0.2432 -0.243
C 0.98233 -1.34962 -4.63826 1.5323 -1.0255 0.3651 -0.171
C 2.51816 -1.74368 -4.65363 -1.1772 1.6346 -2.0508 -0.415
C 3.31899 -1.06843 -3.61821 -0.3633 -0.4186 1.7642 -0.073
N 3.13342 -1.38466 -5.96255 -0.6329 -0.8934 -0.1675 0.033
H -0.85656 -0.16485 -2.85602 0.2055 0.3240 -0.2833 0.068
H -1.37894 -1.71163 -2.39141 0.4215 -0.4676 0.1837 0.074
H -1.55716 -1.28218 -4.03192 0.5565 -0.1687 -0.6263 0.096
H 0.49799 -1.97390 -5.38912 -0.2629 0.0624 -0.2528 0.121
H 0.76696 -0.30004 -4.83847 0.3937 0.2469 -0.1801 0.123
H 2.59982 -2.82313 -4.52619 -0.1506 -0.0515 -0.1084 0.136
H 4.23646 -1.64950 -3.52486 0.3755 0.7341 0.0443 0.092
H 2.77086 -1.19932 -2.68519 0.1865 -0.0080 0.3693 0.056
H 3.41227 0.01139 -3.73393 0.4114 -0.1039 -0.3821 0.091
H 3.08246 -0.40189 -6.18987 0.0911 0.4333 0.6556 0.065
H 2.56573 -1.77882 -6.69908 0.0498 -0.5041 -0.3079 0.058
C 2.54798 -7.05082 -1.69971 -0.3473 -0.1312 -0.6513 -0.097
O 1.72687 -6.44939 -2.71285 -0.4483 0.4369 1.4701 -0.214
C 0.44473 -5.97549 -2.17789 0.5544 -0.0310 -1.4598 -0.176
C 0.53297 -4.83583 -1.11498 -0.7060 -1.2788 -0.1261 -0.376
C -0.93603 -4.40687 -0.77132 1.3817 -0.3342 -0.1999 -0.034
N 1.40778 -3.77643 -1.65112 -0.6477 -0.4946 -0.0757 0.071
H 3.45215 -7.41754 -2.18562 -0.0806 0.0707 -0.0487 0.088
H 2.00974 -7.90071 -1.28009 0.0550 -0.0852 0.2615 0.088
H 2.83495 -6.35400 -0.91217 -0.0573 0.0837 0.0418 0.077
H 0.00008 -5.62336 -3.10869 -0.1093 0.8508 0.0136 0.121
H -0.23960 -6.80689 -2.00882 0.3263 -0.3768 1.0982 0.122
H 1.10277 -5.20986 -0.26437 -0.5668 -0.1863 0.3992 0.121
H -1.42778 -4.27403 -1.73498 -0.1943 0.6520 0.0812 0.071
H -0.91275 -3.53172 -0.12196 -0.2138 0.2443 -0.3358 0.066
H -1.53551 -5.15814 -0.25720 0.4118 -0.2647 0.1052 0.076
H 0.87574 -3.20740 -2.29395 -0.3102 0.5071 -0.0535 0.046
H 1.92047 -4.34683 -2.30831 1.1540 0.2230 -0.2192 0.070
C 0.45835 -1.02877 4.36630 0.7240 -1.0346 -0.2181 -0.105
O -0.51391 -1.53455 5.24093 -1.4778 -0.5149 0.6891 -0.183
C -1.15284 -2.77055 4.82568 2.0237 0.6836 -0.0095 -0.184
C -2.00223 -2.61396 3.61524 -2.9735 0.5467 -0.8414 -0.454
C -3.20321 -1.67418 3.94595 0.8579 0.0161 0.2433 -0.040
N -2.60898 -3.86256 3.20098 0.3376 -1.3471 -0.3415 0.023
H 1.23594 -1.78622 4.26772 0.4097 -0.0848 -0.1618 0.080
H 0.92436 -0.14050 4.79284 -0.3786 -0.0091 -0.0344 0.071
H 0.10976 -0.85294 3.34863 -0.2952 0.3895 -0.0033 0.070
H -0.37187 -3.50775 4.63939 0.4219 -0.1150 -0.3598 0.121
H -1.71031 -3.25289 5.62860 -0.2921 0.7830 0.3681 0.131
H -1.52635 -2.26871 2.69740 0.6023 0.3214 0.3594 0.122
H -3.89536 -1.36391 3.16315 0.5786 -0.1657 -0.5564 0.066
H -2.74495 -0.79480 4.39848 -0.5112 0.1672 0.2692 0.070
H -3.85311 -2.21129 4.63678 0.1697 0.1429 0.4913 0.075
H -1.87928 -4.54383 3.04762 0.3726 -0.1822 -0.4903 0.064
H -3.12941 -4.32667 3.93163 -0.4706 0.4099 0.4326 0.067
C -1.47784 4.18703 2.29348 0.0932 -1.0489 0.4178 -0.066
O -1.72539 3.07733 3.20832 0.3603 0.8951 0.0485 -0.219
C -0.54572 2.48769 3.81938 0.0229 0.8360 -0.3601 -0.162
C 0.17184 3.34481 4.88227 1.0431 0.3355 -1.0995 -0.496
C 1.19363 2.55074 5.64488 0.8367 -1.1339 -1.1280 -0.066
N -0.74343 3.79974 5.83536 -2.2672 -0.0148 1.2756 0.047
H -0.88108 3.80067 1.46722 0.5295 0.2605 0.0382 0.059
H -1.02869 5.04731 2.78973 0.2651 -0.1388 -0.0342 0.088
H -2.39415 4.53189 1.81435 -0.3606 -0.3353 0.4942 0.087
H -0.95188 1.63810 4.36832 0.1552 -0.4223 -0.3715 0.123
H 0.17923 2.25826 3.03841 0.0114 -0.5851 -0.1504 0.117
H 0.58968 4.23648 4.41490 0.5622 -0.1438 -0.3673 0.132
H 1.64479 3.01406 6.52232 0.1511 0.5733 -0.4810 0.090
H 1.90541 2.19161 4.90158 0.7227 0.0202 0.4106 0.081
H 0.74321 1.64748 6.05638 -0.4094 -0.1693 -0.0634 0.069
H -1.60118 3.53433 5.37285 -1.1993 0.8593 0.4432 0.064
H -0.67322 3.07771 6.53809 -0.4631 0.2484 0.8703 0.065
O 3.12015 3.65632 1.67103 -0.3352 1.3481 -0.6546 -0.086
C 2.36903 4.38943 0.65854 0.5540 -0.6301 0.6969 -0.201
C 2.49057 5.89367 1.00314 0.1293 0.6089 0.5922 -0.226
O 1.32971 6.66474 0.68825 -0.4249 -0.7239 -0.7367 -0.080
H 3.00204 2.71143 1.54921 -0.2672 -0.4817 -0.1509 0.029
H 2.74543 4.16592 -0.33969 0.6876 0.3530 -0.1354 0.106
H 1.37550 3.95510 0.54745 -0.6129 0.6670 0.7210 0.088
H 3.39891 6.30650 0.56428 -0.0438 -0.0694 -0.7732 0.111
H 2.69353 6.11733 2.05047 -0.1138 -1.0869 0.4628 0.112
H 1.50557 7.60834 0.70530 0.3237 -0.1192 0.0545 0.079
O 4.24860 -0.67069 2.57851 -0.4552 0.5380 -0.9616 -0.074
C 4.62441 -1.75127 3.37854 1.1552 -0.7009 -0.2972 -0.230
C 4.38944 -3.11733 2.72204 -1.8536 0.6088 -1.2335 -0.190
O 2.97101 -3.21610 2.37095 0.7038 -1.3655 2.2002 -0.106
H 4.81968 -0.73904 1.80987 -0.0241 0.3484 -0.3593 0.106
H 5.70032 -1.62365 3.49786 0.2697 -0.3190 0.7542 0.117
H 4.09930 -1.59764 4.32127 0.0495 -0.5659 0.0028 0.128
H 4.86178 -3.90998 3.30229 -1.0403 -0.2687 0.6432 0.112
H 4.78200 -3.35180 1.73258 1.3003 1.0857 -0.1132 0.114
H 2.81265 -2.65728 1.60659 -0.0298 0.5311 -0.4199 0.005
O 2.27171 0.85613 1.43999 -0.8519 0.7187 -1.6397 -0.084
C 1.67410 0.57649 0.13689 0.6722 -0.7653 0.7375 -0.177
C 1.15436 -0.86545 0.12233 0.4392 0.0685 0.2427 -0.184
O 2.26507 -1.78787 0.20891 0.1828 1.5191 0.5795 -0.105
H 2.85835 0.14406 1.70536 0.3306 -0.5002 0.1641 0.032
H 0.96080 1.37671 -0.06047 -0.5181 -0.3633 0.3305 0.100
H 2.34009 0.62580 -0.72458 0.8192 0.2196 0.2302 0.111
H 0.61299 -1.06639 -0.80214 -0.2822 0.0187 0.1110 0.100
H 0.56555 -0.99767 1.03004 -0.4582 -0.1598 -0.1644 0.102
H 2.15980 -2.52977 -0.39118 -0.5675 -0.6136 -0.9165 0.031
```
Forces are in eV/Å.



No. 2
DFT (the ωB97M-V functional and the def2-TZVPD basis) results for a cluster of 2 separate species, CIO4S in total in a non-equilibrium geometry.

F_max in eV Å⁻¹: 4.65
Frontier orbital gap in eV: 4.45
Relative energy (zero: lowest compared OMol25 entry of this formula, charge and spin) in kcal per mole: 35.7
Total charge: -1
LUMO in eV: 1.16
E_HOMO in eV: -3.29

The geometry in XYZ format:
```
7
Properties=species:S:1:pos:R:3:forces:R:3:lowdin_charge:R:1
C 2.13996 -1.43177 1.86436 0.7110 2.1516 -0.4319 -0.526
O -0.00994 2.46157 0.82820 0.6247 0.6444 1.7728 -0.239
O 1.69902 -0.46662 1.36740 0.3043 -0.6636 0.2883 -0.221
O -0.85560 0.31510 -0.07517 1.6520 1.0397 0.7078 -0.253
O 0.68418 1.69234 -1.34287 1.6040 -0.1437 -0.5495 -0.250
S 0.10449 1.40276 -0.08619 -3.8731 -1.8804 -1.7668 0.640
I 0.57819 -3.36458 1.90082 -1.0231 -1.1479 -0.0207 -0.151
```
Forces are in eV/Å.



No. 3
DFT (the ωB97M-V functional and the def2-TZVPD basis) results for a cluster of 2 separate species, C15H20N3O4 in total in a non-equilibrium geometry.

F_max in eV Å⁻¹: 3.54
Frontier orbital gap in eV: 4.39
Total charge: -1
LUMO in eV: 1.68
E_HOMO in eV: -2.71

The geometry in XYZ format:
```
42
Properties=species:S:1:pos:R:3:forces:R:3:lowdin_charge:R:1
C 4.33205 -3.10024 -0.26130 1.2034 -0.5748 -0.2158 -0.097
O 3.17314 -2.35625 -0.06910 -2.5211 0.2446 0.3181 -0.015
C 2.09031 -3.18114 -0.11446 0.6321 -2.2703 -1.1919 -0.519
N 0.84902 -2.60629 0.05838 -0.7667 3.1669 1.3903 0.119
N -0.11833 -3.20235 -0.40739 1.5690 -1.9674 -1.5963 0.121
C -1.37605 -2.65638 -0.27742 -1.3071 1.8472 1.1992 -0.281
C -2.47778 -3.23106 -1.07882 -0.2105 -0.4381 -0.5971 -0.029
C -1.51811 -1.61257 0.55121 0.7379 -0.0919 0.2043 0.063
C -2.74014 -0.86469 0.77746 -0.9776 1.2025 0.5235 -0.406
O -3.78304 -1.18204 0.22703 -0.7332 0.1538 0.0134 0.018
N -2.73271 0.24931 1.61747 0.9350 -1.2483 -0.4542 -0.138
C -3.94444 1.02818 1.70700 0.1204 -0.1312 -0.1377 -0.056
C -1.58967 0.67251 2.43030 -0.5397 0.0544 -0.3849 -0.039
O 2.17539 -4.37361 -0.30662 0.8108 0.1118 0.3316 0.087
H 5.18399 -2.41722 -0.30750 -0.2880 0.0236 0.0518 0.096
H 4.44350 -3.79522 0.57615 0.2407 -0.0650 -0.2226 0.096
H 4.24236 -3.66330 -1.19573 0.2888 -0.0247 0.2007 0.098
H -3.38801 -2.64187 -0.97457 0.3883 -0.1726 0.0313 0.061
H -2.20617 -3.24347 -2.13485 0.1614 -0.1846 -0.0285 0.087
H -2.69353 -4.24934 -0.75418 0.1092 -0.1864 -0.0950 0.081
H -0.62890 -1.29441 1.05309 0.3067 0.0881 -0.0198 0.081
H -4.68579 0.59957 1.03447 0.1200 0.0458 0.1071 0.080
H -4.32948 1.00723 2.72300 -0.1203 0.0954 0.2506 0.081
H -3.74725 2.05471 1.40961 0.0301 0.2344 0.0331 0.089
H -0.73443 0.01239 2.33143 -0.1262 0.0668 -0.0991 0.073
H -1.28643 1.67490 2.13622 0.1318 0.1218 -0.0249 0.092
H -1.87927 0.68637 3.47896 -0.0733 0.0405 0.2193 0.078
C 3.01469 3.21893 0.37395 0.3396 0.0014 0.2547 -0.085
C 1.85963 2.91084 -0.51395 -0.5494 0.0028 -0.4100 -0.350
C 1.19000 3.95018 -1.16275 0.2951 0.5318 0.1799 -0.141
C 0.11269 3.69654 -2.00202 0.2336 0.0462 0.1799 -0.157
C -0.32757 2.41834 -2.19851 0.1060 0.0536 0.0683 -0.070
C 0.30998 1.31915 -1.54589 0.1938 0.7736 0.0889 -0.526
O -0.09686 0.15829 -1.69495 -0.7175 -2.1794 -0.1414 -0.101
C 1.43085 1.62022 -0.71003 -0.0479 0.4286 -0.0662 -0.015
H 3.42777 2.31333 0.81996 0.0041 -0.0307 0.0020 0.063
H 3.81087 3.71074 -0.18698 0.0898 0.0865 0.0414 0.068
H 2.71006 3.88331 1.18424 0.0691 0.0900 0.0605 0.067
H 1.52545 4.96110 -1.00640 0.0971 0.3633 0.0261 0.074
H -0.37692 4.51709 -2.50241 -0.1192 0.2480 -0.1095 0.079
H -1.15968 2.20806 -2.84598 -0.2521 -0.1507 -0.1689 0.083
H 1.93882 0.80019 -0.23809 0.1359 -0.4068 0.1877 0.088
```
Forces are in eV/Å.



No. 4
DFT (the ωB97M-V functional and the def2-TZVPD basis) results for an isolated molecule of C27H20 in a non-equilibrium geometry.

F_max in eV Å⁻¹: 2.68
Frontier orbital gap in eV: 9.23
Relative energy (zero: lowest compared OMol25 entry of this formula, charge and spin) in kcal per mole: 0.0
Total charge: 0
SMILES: C(#CC(c1ccccc1)(c1ccccc1)c1ccccc1)c1ccccc1
LUMO in eV: 0.82
E_HOMO in eV: -8.41

The geometry in XYZ format:
```
47
Properties=species:S:1:pos:R:3:forces:R:3:lowdin_charge:R:1
C 0.53523 -0.66035 1.76366 -0.7268 0.7079 -2.4853 0.059
C 0.12663 -0.39525 0.64523 0.8405 -0.7668 1.4401 0.055
C -0.30290 0.02968 -0.70605 -0.3569 0.4819 0.2647 -0.301
C 0.69721 1.13488 -1.15082 0.5874 0.7245 -0.9777 -0.151
C 1.21529 2.11062 -0.27671 -0.6376 -0.5169 0.6137 -0.037
C 2.08188 3.10605 -0.69067 -0.3439 -0.3863 -0.9702 -0.078
C 2.45503 3.17107 -2.02855 0.1124 -0.1407 0.1049 -0.100
C 2.00153 2.22440 -2.93196 -0.5870 0.4452 0.2084 -0.071
C 1.09732 1.24277 -2.49487 0.1470 -0.0917 -0.1099 -0.015
C -0.30670 -1.12386 -1.72316 -0.8794 -0.3024 -1.4354 -0.168
C 0.81120 -1.93714 -1.78199 0.9628 -1.1913 -0.7302 -0.031
C 0.93134 -2.96385 -2.77041 -1.7764 1.2714 0.7101 -0.055
C -0.13355 -3.17073 -3.65867 1.0327 -0.2603 0.0645 -0.101
C -1.24916 -2.34157 -3.66996 0.3338 0.2129 0.5377 -0.091
C -1.33699 -1.31218 -2.73580 0.6972 0.0909 1.2149 -0.012
C -1.72327 0.58153 -0.48210 -2.0324 -0.4123 0.1413 -0.149
C -2.76367 -0.28103 0.03178 0.9607 1.0620 0.0333 -0.021
C -4.01173 0.20730 0.39897 0.7381 -0.0396 -0.5070 -0.093
C -4.32381 1.53231 0.17335 0.1667 0.7645 -0.4943 -0.099
C -3.36906 2.38300 -0.41191 -0.6910 -0.8147 0.5527 -0.065
C -2.08988 1.90264 -0.74406 -0.4651 -0.1797 0.5050 -0.020
C 1.10025 -0.85880 3.04645 0.2445 -0.0522 0.4148 -0.254
C 0.90192 -2.05619 3.71758 -0.4501 -0.2787 0.0133 -0.049
C 1.38489 -2.23775 5.00079 0.7258 -0.1457 0.5375 -0.077
C 2.20003 -1.24138 5.58744 -1.0263 0.0063 -1.0072 -0.078
C 2.39383 -0.02542 4.90667 0.2700 -1.1057 0.6554 -0.078
C 1.84938 0.14833 3.64295 0.0708 0.6766 0.3066 -0.036
H 0.87611 2.10485 0.75964 0.1495 -0.0854 -0.1575 0.115
H 2.42901 3.88220 -0.04762 0.0837 0.2216 0.6502 0.095
H 3.08257 3.98500 -2.35834 0.1546 0.0202 -0.0855 0.098
H 2.26383 2.38498 -3.98307 -0.1806 -0.5427 0.3435 0.107
H 0.70064 0.55707 -3.23679 0.0481 -0.0202 0.1418 0.111
H 1.67341 -1.80640 -1.09414 -0.8546 0.0642 -0.3535 0.133
H 1.78641 -3.60317 -2.78203 0.4177 -0.2353 -0.0396 0.089
H -0.05529 -3.98686 -4.37378 -0.0655 0.1350 0.0613 0.099
H -2.03692 -2.52573 -4.40040 0.1225 0.2166 0.2592 0.105
H -2.23897 -0.69824 -2.75621 0.3943 0.0442 0.2240 0.113
H -2.58613 -1.32197 0.22484 0.4294 -0.3281 -0.0301 0.113
H -4.74824 -0.43149 0.85239 -0.0758 -0.3272 0.0125 0.099
H -5.34184 1.86195 0.40682 0.5253 0.2094 -0.0220 0.104
H -3.67290 3.41543 -0.53579 0.3751 0.0319 -0.2997 0.097
H -1.37668 2.58383 -1.16468 0.2755 0.2191 -0.1266 0.104
H 0.31635 -2.80892 3.19213 0.1025 -0.0170 0.3666 0.119
H 1.16170 -3.18549 5.52247 0.2800 0.6675 -0.2471 0.109
H 2.62717 -1.37355 6.56508 0.0438 -0.1138 0.2118 0.091
H 3.01786 0.70181 5.42685 -0.2733 0.1539 -0.5025 0.104
H 1.94966 1.09565 3.12548 0.1301 -0.0730 -0.0083 0.111
```
Forces are in eV/Å.